The following is a quantum chemistry calculation of C35H38N10O3SYb as an isolated structure, from the OMol25 dataset.

The geometry in XYZ format:
```
88
Properties=species:S:1:pos:R:3:mulliken_charge:R:1
Yb 0.3392 -0.1488 0.2750 0.26
C 0.8656 1.1842 4.9305 -2.02
C 0.9622 0.9176 3.4644 0.02
N 0.2932 0.0230 2.8189 1.61
N -0.5165 -0.8220 3.5301 -0.90
C -1.4889 -1.5509 2.9257 0.56
N -2.1022 -2.4584 3.6957 -0.42
S -1.9835 -1.3148 1.3466 -0.42
C 1.9095 1.7012 2.6725 0.77
C 2.5740 2.7958 3.0737 -0.67
C 3.6489 3.3518 2.2699 -1.23
C 3.8814 2.9211 1.0293 -1.96
C 2.9719 1.9389 0.3836 1.03
N 2.1368 1.1801 1.3676 0.55
H 0.6254 0.3022 5.5229 0.53
H 0.0884 1.9321 5.1043 0.27
H 1.8102 1.5651 5.3054 0.51
H -0.3314 -0.9486 4.5146 0.15
H -1.7236 -2.7526 4.5811 0.20
H -2.7642 -3.0713 3.2498 0.28
H 2.3462 3.2589 4.0209 0.60
H 4.2743 4.1101 2.7189 0.51
H 4.7106 3.2942 0.4432 0.56
H 2.3600 2.3845 -0.3996 -0.01
C 1.3901 4.4326 -1.0522 -2.05
C 0.6663 4.1931 0.2455 1.59
C 0.8219 5.1375 1.2527 -0.57
C 0.1022 5.0587 2.4334 -1.22
C -0.8388 4.0603 2.5790 -0.61
C -1.0231 3.0947 1.5947 1.19
C -2.2010 2.1744 1.7236 -1.79
C -0.2006 3.1013 0.4561 -0.88
N -0.1900 1.9809 -0.4368 0.85
C -0.7269 2.1563 -1.6667 -0.27
O -1.3087 3.1335 -2.1061 -0.68
C -0.5228 0.9413 -2.5599 0.64
C -0.7873 0.9514 -3.9201 -0.86
C -0.5212 -0.2003 -4.6489 -0.47
C -0.0216 -1.3279 -4.0095 -1.12
C 0.1770 -1.2729 -2.6383 1.02
N -0.0748 -0.1578 -1.9521 0.35
C 0.5767 -2.4965 -1.8232 -0.57
O 0.9240 -3.5038 -2.4181 -0.67
N 0.4426 -2.3170 -0.4837 0.64
C 0.1511 -3.4898 0.2775 -0.43
C 0.8711 -3.7984 1.4387 0.19
C 2.0574 -2.9891 1.8672 -1.23
C 0.4894 -4.8804 2.2250 -0.82
C -0.5972 -5.6623 1.8834 -0.97
C -1.3243 -5.3425 0.7498 -0.84
C -0.9805 -4.2645 -0.0554 1.91
C -1.8578 -3.9382 -1.2259 -1.49
H 2.4175 4.7579 -0.8760 0.41
H 0.8832 5.2270 -1.6016 0.47
H 1.3965 3.5629 -1.7063 0.36
H 1.5055 5.9625 1.0919 0.48
H 0.2306 5.8072 3.2041 0.48
H -1.4868 4.0501 3.4483 0.58
H -2.1614 1.5673 2.6303 0.26
H -2.3035 1.5127 0.8707 0.26
H -3.1129 2.7721 1.7735 0.52
H -1.1875 1.8492 -4.3682 0.58
H -0.7086 -0.2217 -5.7139 0.47
H 0.1947 -2.2486 -4.5315 0.61
H 2.9705 -3.3067 1.3541 0.47
H 2.2310 -3.0800 2.9393 0.49
H 1.9299 -1.9335 1.6322 0.28
H 1.0684 -5.1123 3.1108 0.47
H -0.8795 -6.5088 2.4943 0.43
H -2.1919 -5.9331 0.4832 0.44
H -2.8346 -4.4039 -1.1056 0.49
H -1.4200 -4.2923 -2.1597 0.34
H -2.0069 -2.8594 -1.3190 0.16
C 5.7222 -0.0390 -1.1288 -0.98
N 5.0072 0.3463 0.0706 0.28
C 5.3299 -0.3843 1.2918 -0.63
C 4.1002 -0.1976 2.1719 0.06
O 3.9859 -0.2579 3.3637 -0.57
N 3.0569 0.0338 1.2729 0.59
C 3.5914 0.5523 0.0108 -0.91
N 2.8003 -0.0143 -1.0600 0.03
H 6.7900 0.0868 -0.9580 0.40
H 5.4456 0.6128 -1.9562 0.29
H 5.5445 -1.0823 -1.4217 0.33
H 6.2088 0.0202 1.7959 0.39
H 5.4946 -1.4576 1.1187 0.33
H 2.8327 0.5401 -1.9082 0.36
H 3.0719 -0.9697 -1.2784 0.37
```

Calculated values
- Total charge: +1
- HOMO-LUMO gap (alpha / beta): 6.692 / 6.694 eV
- 2S+1: 2
- ⟨S²⟩: 0.7509

=====

The following is a quantum chemistry calculation of a 7-piece molecular cluster, C19H21F5N2O15 overall in a non-equilibrium geometry, from the OMol25 dataset.

The geometry in XYZ format:
```
62
Properties=species:S:1:pos:R:3:mulliken_charge:R:1
O 17.1909 -6.3523 -19.8516 -0.52
C 17.1681 -7.5131 -20.2917 0.45
O 17.2581 -8.6199 -19.5188 0.10
C 17.0148 -9.7424 -20.3611 -0.55
C 16.7423 -9.1973 -21.7126 0.19
F 15.4504 -9.4692 -21.9701 -0.31
O 17.0332 -7.7932 -21.5536 -0.37
H 17.8428 -10.4491 -20.4170 0.32
H 16.2756 -10.4737 -20.0340 0.42
H 17.3057 -9.5875 -22.5602 0.34
O 20.2872 -6.7551 -12.7190 -0.60
C 19.4200 -6.0660 -13.2570 0.54
O 19.2517 -5.9761 -14.5664 -0.30
C 18.1185 -5.2184 -14.7674 -0.24
C 17.6752 -4.5880 -13.4377 0.40
F 16.4055 -4.8474 -13.3689 -0.29
O 18.4559 -5.3720 -12.5556 -0.33
H 18.0789 -4.5124 -15.5969 0.00
H 17.3653 -5.9374 -15.0894 0.38
H 17.7585 -3.5015 -13.4606 0.35
O 18.6486 -4.2409 -20.9106 -0.59
C 18.5206 -3.9230 -19.7347 0.77
O 17.6382 -3.0484 -19.2847 -0.39
C 17.8448 -2.9827 -17.8510 0.07
C 19.1895 -3.5546 -17.6241 -0.08
F 19.2514 -4.3246 -16.5271 -0.08
O 19.3110 -4.3268 -18.7703 -0.29
H 17.9105 -1.9498 -17.5090 0.56
H 17.0780 -3.4586 -17.2398 -0.61
H 19.8891 -2.7237 -17.5338 0.35
O 20.9193 -8.3436 -21.4517 -0.57
C 20.6920 -8.5266 -20.2600 0.53
O 20.4607 -7.6007 -19.3644 -0.36
C 20.2564 -8.1113 -18.0588 0.94
C 19.8155 -9.4936 -18.4432 0.63
F 18.4683 -9.6026 -18.5755 -0.30
O 20.4486 -9.7000 -19.6359 -0.46
H 21.1913 -8.1725 -17.5017 0.42
H 19.5616 -7.6008 -17.3919 -1.10
H 20.0939 -10.1753 -17.6396 -0.32
O 17.2593 -8.2037 -16.1943 -0.42
C 17.7983 -9.3052 -16.0256 0.57
O 19.0976 -9.6018 -15.7347 -0.35
C 19.3036 -11.0028 -15.9729 -0.30
C 17.9334 -11.6128 -16.0292 0.21
F 17.4528 -12.0800 -14.8746 -0.33
O 17.0877 -10.4700 -16.2134 -0.37
H 19.8530 -11.0560 -16.9128 0.20
H 19.8448 -11.4370 -15.1323 0.55
H 17.9151 -12.4700 -16.7022 0.32
C 18.3546 -6.5168 -17.4296 0.51
C 17.2792 -5.6082 -16.9428 -0.56
N 16.4341 -4.9165 -16.6094 -0.77
H 19.2972 -6.3128 -16.9216 0.95
H 18.4011 -6.3106 -18.4989 -0.08
H 18.0044 -7.5255 -17.2105 0.57
C 15.2313 -3.0108 -18.0863 -0.43
C 13.9882 -3.7765 -18.1734 0.24
N 13.0373 -4.4013 -18.3022 -0.51
H 15.7467 -2.9611 -19.0454 0.30
H 15.7475 -3.5302 -17.2789 0.23
H 15.0668 -1.9775 -17.7806 0.41
```

Calculated values
- Structure (SMILES): O=C1OC[C@@H](F)O1.O=C1OC[C@@H](F)O1.O=C1OC[C@@H](F)O1.O=C1OC[C@@H](F)O1.O=C1OC[C@@H](F)O1.CC#N.CC#N
- HOMO-LUMO gap: 10.364 eV

=====

The following is a quantum chemistry calculation of one molecule with the formula C5H10 in a non-equilibrium geometry, from the OMol25 dataset.

The geometry in XYZ format:
```
15
Properties=species:S:1:pos:R:3:mulliken_charge:R:1
C -0.6397 -1.4301 -0.3638 -1.10
C -0.0222 -0.0138 -0.1192 1.19
C 0.6984 0.5861 -1.3239 -1.40
C 0.5648 0.1623 1.2646 -0.92
C -0.7337 0.8890 0.8571 -0.68
H 0.1130 -2.0669 -1.0349 0.29
H -1.6527 -1.2719 -0.8042 0.28
H -0.7704 -1.9251 0.7465 0.25
H -0.1298 0.8630 -2.0402 0.28
H 1.4526 -0.0651 -1.7213 0.40
H 1.3598 1.4579 -1.0413 0.33
H 1.4053 0.7981 1.2157 0.26
H 0.6915 -0.5337 2.0732 0.30
H -0.6942 1.9597 0.8266 0.29
H -1.6425 0.5906 1.4651 0.24
```

Calculated values
- Structure (SMILES): CC1(C)CC1
- HOMO-LUMO gap: 11.008 eV

=====

It is found that the total energy values, taken in the order of the records, are -3686.63258 -2473.67521 -196.44287 Ha.
It is found that the energy relative to the best compared isomer or geometry (same formula, charge and spin) values, taken in the order of the records, are 2.715 11.802 1.783 eV.